The following is a DFT calculation (ωB97M-V/def2-TZVPD) of a molecular structure, C20H26ORuS5.

Calculated values
HOMO level (spin up / spin down) in eV: -16.98 / -16.98
Total charge: +3
Multiplicity: 6
Max |F| in eV Å⁻¹: 0.3
E in Ha: -2937.7050

Each line ends with the Mulliken spin population.
Geometry (Å):
1 Ru -0.005 -0.043 -0.103  3.76
2 C -0.899 -3.312 -0.669  0.01
3 C 0.617 -3.352 -0.761  0.00
4 S 1.400 -2.154 0.380  0.21
5 C 2.887 -1.680 -0.572  0.00
6 C 3.477 -0.373 -0.066  0.01
7 S 2.351 1.060 -0.054  0.19
8 C 2.448 1.823 -1.701  0.01
9 C 1.790 1.063 -2.841  0.00
10 S 0.004 0.803 -2.544  0.21
11 C -0.252 -0.823 -3.343  0.01
12 C -1.535 -1.484 -2.866  0.01
13 S -1.698 -1.724 -1.066  0.17
14 H -1.245 -3.523 0.345  0.00
15 H -1.339 -4.069 -1.320  0.01
16 H 0.979 -3.152 -1.768  -0.01
17 H 0.966 -4.343 -0.466  0.01
18 H 2.616 -1.630 -1.626  0.00
19 H 3.617 -2.481 -0.443  0.01
20 H 4.353 -0.101 -0.658  0.00
21 H 3.802 -0.461 0.972  0.00
22 H 3.502 1.996 -1.922  0.01
23 H 1.987 2.802 -1.556  0.00
24 H 2.251 0.092 -3.015  0.00
25 H 1.876 1.648 -3.758  0.01
26 H 0.627 -1.437 -3.151  0.00
27 H -0.317 -0.644 -4.418  0.01
28 H -1.653 -2.460 -3.340  0.00
29 H -2.410 -0.889 -3.130  0.00
30 O -0.828 0.947 1.369  0.29
31 S -0.685 2.373 2.079  0.04
32 C -1.923 3.345 1.279  0.03
33 C -1.737 4.719 1.340  0.00
34 C -2.708 5.539 0.782  0.00
35 C -3.824 4.981 0.174  0.00
36 C -3.980 3.601 0.106  0.00
37 C -3.025 2.763 0.663  -0.01
38 C -1.266 2.106 3.700  0.01
39 C -2.481 1.465 3.939  0.00
40 C -2.885 1.318 5.251  0.00
41 C -2.096 1.816 6.289  0.00
42 C -0.889 2.447 6.029  0.00
43 C -0.453 2.590 4.719  0.00
44 H -0.868 5.148 1.826  0.00
45 H -2.586 6.612 0.817  0.00
46 H -4.586 5.626 -0.242  0.00
47 H -4.854 3.179 -0.370  0.00
48 H -3.151 1.689 0.638  0.00
49 H -3.101 1.107 3.128  0.00
50 H -3.822 0.825 5.472  0.00
51 H -2.437 1.717 7.310  0.00
52 H -0.279 2.816 6.841  0.00
53 H 0.489 3.078 4.501  0.00